No. 1
The following is a quantum chemistry calculation of a 2-piece molecular cluster, C24H33F2N2O4Si overall, from OMol25.

```
! RIJCOSX wB97M-V def2-TZVPD def2/J DEFGRID3
* xyz -1 1
C -2.8099 -0.0327 3.5000
C -2.2841 -0.2030 2.4465
N -1.8494 -0.5403 1.2145
C -1.7185 0.3047 0.1701
C -1.9389 1.7706 0.0390
F -2.9823 1.9515 -0.8613
F -2.3568 2.3318 1.1947
C -0.7456 2.5509 -0.5099
C 0.6209 2.0790 0.0051
Si 2.0665 2.6806 -1.0660
C 1.5679 2.5025 -2.8834
C 3.5155 1.4917 -0.8316
C 2.6283 4.4204 -0.6192
C 3.7448 4.9406 -1.2697
C 4.1890 6.2115 -0.9524
C 3.5242 6.9675 -0.0052
C 2.4263 6.4487 0.6447
C 1.9723 5.1726 0.3462
N -1.2897 -0.3681 -0.9005
C -1.1155 -1.6946 -0.5467
C -0.6462 -2.8030 -1.4150
C -1.8449 -3.7250 -1.6548
C -2.7061 -3.2454 -2.8181
O -3.5144 -4.3132 -3.2967
C -1.4552 -1.8217 0.7609
C -1.4139 -3.0667 1.5967
C -0.0944 -3.1641 2.4336
C 1.1322 -2.5220 1.7685
C -0.2415 -2.4899 3.8046
H -3.3648 0.0821 4.3950
H -0.8345 2.5917 -1.5951
H -0.8812 3.5756 -0.1652
H 0.7285 2.4342 1.0313
H 0.7270 0.9927 0.0463
H 0.9991 3.3603 -3.2381
H 0.8841 1.6496 -2.9196
H 2.4185 2.2684 -3.5167
H 3.7939 1.3529 0.2093
H 3.2795 0.5299 -1.2875
H 4.3418 1.8942 -1.4198
H 4.2526 4.3259 -1.9996
H 5.0665 6.5902 -1.4597
H 3.8765 7.9644 0.2180
H 1.9095 7.0331 1.3943
H 1.1204 4.7699 0.8753
H -1.1102 0.0444 -1.7990
H -0.2008 -2.4220 -2.3385
H 0.1215 -3.3869 -0.9181
H -1.4992 -4.7443 -1.7938
H -2.4307 -3.7172 -0.7432
H -3.3421 -2.4295 -2.4554
H -2.0901 -2.8495 -3.6365
H -4.4183 -3.9943 -3.3279
H -2.2400 -3.0090 2.3025
H -1.4843 -3.9763 0.9734
H 0.1481 -4.2149 2.5709
H 2.0335 -2.9500 2.2115
H 1.1971 -1.4450 1.9500
H 1.2074 -2.6946 0.6989
H -1.1119 -2.8437 4.3488
H -0.2710 -1.4107 3.6543
H 0.6745 -2.6843 4.3659
C -2.6035 -6.1174 1.0229
O -1.5554 -5.7444 0.3846
O -3.5562 -5.2612 1.2596
O -2.7603 -7.3076 1.4640
*
```

## Properties
orbital gap: 2.4 eV
E_tot: -1833.8859 Ha
largest force on an atom: 2.37 eV Å⁻¹
LUMO energy: 0.053 Ha


No. 2
The following is a quantum chemistry calculation of C24H33N2Sn as an isolated structure, from OMol25.

```
! RIJCOSX wB97M-V def2-TZVPD def2/J DEFGRID3
* xyz 1 1
C 1.5403 -2.2232 0.9278
C 2.0735 -1.5934 -0.2458
C 1.1506 -1.8132 -1.3244
C 0.0498 -2.5728 -0.8118
C 0.2851 -2.8157 0.5770
Sn -0.0744 0.1894 0.4425
C -3.2769 1.5901 -0.7561
C -2.9172 1.2670 0.4985
H -3.0062 2.0012 1.2562
C -2.3916 -0.0029 0.9481
H -2.5777 -0.8624 0.3277
H -2.2746 -0.2470 1.9975
C -3.4637 3.0256 -1.2190
H -2.9726 3.8309 -0.6968
H -3.1683 3.2479 -2.2367
H -4.4919 3.3641 -1.2455
C -2.8904 0.6242 -1.8239
H -1.9591 0.1049 -1.6986
H -3.5970 -0.1586 -1.9607
H -2.7543 1.0334 -2.7983
C 3.3668 -0.8716 -0.3214
H 3.5246 -0.2240 0.5543
H 4.2076 -1.5843 -0.3565
H 3.4339 -0.2395 -1.2148
C 1.3278 -1.3263 -2.7150
H 1.7289 -0.3026 -2.7396
H 2.0320 -1.9683 -3.2698
H 0.3796 -1.3173 -3.2693
C -1.1152 -3.0759 -1.5825
H -1.1697 -2.6278 -2.5829
H -1.0348 -4.1672 -1.7153
H -2.0729 -2.8832 -1.0718
C -0.5788 -3.6114 1.4825
H -1.6336 -3.5998 1.1727
H -0.2468 -4.6624 1.4746
H -0.5313 -3.2652 2.5258
C 2.2267 -2.3186 2.2379
H 1.5372 -2.5669 3.0547
H 2.9835 -3.1188 2.1982
H 2.7523 -1.3917 2.5065
C 1.2444 1.9712 -0.6057
C 0.0999 2.7208 -1.3626
C 2.3871 2.5629 -0.8241
C 0.1456 2.4644 -2.7786
H -0.9102 3.1200 -0.8949
C 2.5365 2.6126 -2.4111
H 3.2129 2.7545 -0.0817
C 1.5036 2.3432 -3.2469
H -0.7408 2.3596 -3.4442
H 3.5881 2.6723 -2.6026
H 1.6607 2.2466 -4.2671
N 0.2768 1.9209 4.3231
C -0.0921 0.7302 4.9453
C -0.2142 -0.1933 3.9407
N 0.1160 0.4294 2.7371
C 0.4065 1.7053 3.0087
H 0.4559 2.8204 4.7640
H -0.2736 0.6482 5.9891
H -0.4961 -1.2238 3.9999
H 0.6918 2.4679 2.2857
*
```

## Properties
orbital gap (alpha / beta): 5.2 / 4.8 eV
E_tot: -1257.6162 Ha
largest force on an atom: 6.64 eV Å⁻¹
LUMO energy (alpha / beta): -0.167 / -0.173 Ha


No. 3
The following is a quantum chemistry calculation of C24H33N3O6PS2Zn as an isolated structure, from OMol25.

```
! RIJCOSX wB97M-V def2-TZVPD def2/J DEFGRID3
* xyz -1 1
Zn 0.1629 -0.0593 0.0417
C -3.9596 -3.9180 -2.3048
S -3.7756 -3.1425 -0.6936
C -2.0215 -2.8180 -0.6104
S -1.0137 -2.7916 -1.9551
N -1.6883 -2.6027 0.6437
N -0.4666 -2.0360 0.7975
C 0.2874 -2.5050 1.7126
C 1.5841 -1.8612 1.9367
C 2.4609 -2.2884 2.9272
C 3.6620 -1.6201 3.0866
C 3.9531 -0.5455 2.2610
C 3.0220 -0.1797 1.3018
N 1.8772 -0.8318 1.1362
H -5.0315 -3.9769 -2.4960
H -3.4759 -3.3109 -3.0655
H -3.5306 -4.9186 -2.3110
H -0.0018 -3.3768 2.2935
H 2.1869 -3.1218 3.5608
H 4.3593 -1.9266 3.8564
H 4.8707 0.0161 2.3648
H 3.1679 0.6780 0.6595
C -3.2805 2.3479 0.7350
C -2.1740 1.6470 -0.0138
O -1.6945 0.6504 0.5475
C -1.7380 2.1531 -1.3065
C -2.3266 3.3420 -1.7893
C -2.0285 3.8761 -3.0148
C -1.1052 3.2001 -3.8317
C -0.5028 2.0518 -3.4042
C -0.7621 1.4859 -2.1191
O -0.1182 0.4203 -1.8041
H -3.5461 1.7290 1.5887
H -4.1594 2.5204 0.1151
H -2.8926 3.3025 1.0960
H -3.0361 3.8609 -1.1597
H -2.4952 4.7942 -3.3461
H -0.8624 3.5968 -4.8118
H 0.2154 1.5249 -4.0193
C 4.0226 4.0834 2.7818
C 2.5760 4.2280 2.3299
C 1.8486 5.2734 3.1681
C 2.5158 4.5793 0.8469
O 1.9902 2.9352 2.5905
P 0.6301 2.4249 1.8623
O -0.4029 3.4862 1.8720
O 1.0109 1.7769 0.5551
O 0.2902 1.1623 2.7987
C -0.1415 1.1342 4.1726
C 1.1018 1.0331 5.0492
C -0.9728 2.3533 4.5503
C -0.9826 -0.1312 4.2735
H 4.5605 5.0245 2.6506
H 4.5212 3.3092 2.1964
H 4.0601 3.8008 3.8353
H 2.2686 6.2654 2.9851
H 1.9557 5.0416 4.2303
H 0.7908 5.2742 2.9083
H 3.0329 5.5263 0.6771
H 1.4828 4.6797 0.5135
H 2.9924 3.8016 0.2492
H 1.7282 1.9150 4.9167
H 1.6820 0.1515 4.7687
H 0.8181 0.9480 6.1009
H -0.3876 3.2698 4.4839
H -1.3271 2.2311 5.5766
H -1.8271 2.4578 3.8828
H -0.3729 -1.0070 4.0443
H -1.8000 -0.0923 3.5525
H -1.3909 -0.2429 5.2802
*
```

## Properties
orbital gap: 6.8 eV
energy above the lowest of the compared OMol25 structures with the same formula, charge and spin: 0.005 eV
E_tot: -4467.4014 Ha
largest force on an atom: 0.22 eV Å⁻¹
LUMO energy: 0.083 Ha


No. 4
The following is a quantum chemistry calculation of one molecule with the formula C24H33N3O6S, from OMol25.

```
! RIJCOSX wB97M-V def2-TZVPD def2/J DEFGRID3
* xyz 0 1
C -4.1988 -0.6743 -2.7000
O -4.4492 0.2483 -1.6636
C -3.4026 0.9490 -1.1472
C -3.7232 1.8924 -0.1755
C -2.7406 2.6576 0.4202
C -1.4066 2.4842 0.0721
O -0.3707 3.1961 0.6129
C -0.6668 4.1986 1.5535
C -1.0697 1.5266 -0.8925
C 0.3813 1.2858 -1.2271
N 1.0624 0.6254 -0.1304
C 2.1685 1.2687 0.5382
C 3.3727 1.5640 -0.3675
C 3.9542 0.3193 -1.0457
N 5.1931 -0.1389 -0.4328
C 5.7847 -1.2031 -1.2297
C 7.1202 -1.6169 -0.6151
O 6.9607 -2.0709 0.7069
C 6.3597 -1.0696 1.4925
C 5.0095 -0.6258 0.9288
S 0.9425 -1.0291 -0.1175
O 1.8175 -1.5346 0.9021
O 1.0697 -1.5681 -1.4465
C -0.7510 -1.2804 0.3939
C -1.5280 -2.2093 -0.2685
C -2.8672 -2.3465 0.0469
C -3.4330 -1.5200 1.0159
N -4.7943 -1.5311 1.3052
C -5.8072 -2.1617 0.6295
C -7.1691 -1.7897 1.1746
O -5.6447 -2.9271 -0.2891
C -2.6202 -0.6285 1.7220
C -1.2801 -0.5143 1.4149
C -2.0680 0.7851 -1.5037
H -3.8262 -0.1700 -3.5972
H -5.1595 -1.1398 -2.9125
H -3.4894 -1.4445 -2.3887
H -4.7588 2.0221 0.0965
H -3.0304 3.3873 1.1593
H -1.3182 4.9700 1.1305
H 0.2902 4.6458 1.8195
H -1.1317 3.7838 2.4540
H 0.8727 2.2416 -1.4161
H 0.4609 0.6540 -2.1171
H 2.4528 0.5829 1.3361
H 1.8026 2.2024 0.9763
H 3.0640 2.2766 -1.1345
H 4.1512 2.0435 0.2270
H 3.1967 -0.4800 -1.0614
H 4.1996 0.5591 -2.0844
H 5.9539 -0.8333 -2.2440
H 5.1188 -2.0820 -1.2791
H 7.5625 -2.4439 -1.1736
H 7.8055 -0.7549 -0.6317
H 6.2360 -1.4960 2.4895
H 7.0293 -0.1961 1.5476
H 4.6298 0.1854 1.5508
H 4.2934 -1.4621 0.9632
H -1.0722 -2.8037 -1.0446
H -3.4855 -3.0649 -0.4648
H -5.0722 -0.8855 2.0317
H -7.2205 -1.9834 2.2438
H -7.9291 -2.3752 0.6659
H -7.3583 -0.7329 0.9967
H -3.0523 -0.0122 2.4974
H -0.6423 0.1795 1.9383
H -1.7788 0.0650 -2.2522
*
```

## Properties
orbital gap: 8.5 eV
energy above the lowest of the compared OMol25 structures with the same formula, charge and spin: 2.359 eV
E_tot: -1948.1995 Ha
largest force on an atom: 1.10 eV Å⁻¹
LUMO energy: 0.015 Ha